No. 1
The following is a DFT calculation (the ωB97M-V functional and the def2-TZVPD basis) of a molecular structure, C33H26CrF5N9O5Se.

The HOMO energy (spin up / spin down) comes out at -0.0293 / -0.0546 Eh. The LUMO energy (spin up / spin down) is 0.15305 / 0.15213 hartree. As for the HOMO-LUMO gap (spin up / spin down): 5.0 / 5.6 eV. The net charge is -2. As for the multiplicity: 5. The calculation puts the energy above the lowest of the compared OMol25 structures with the same formula, charge and spin at 0.010 eV.

Each line ends with the Mulliken spin population.
Geometry (Å):
Cr: -0.5985 0.5814 -0.4309  3.074
O: -1.6273 -3.3087 0.7185  -0.004
C: -1.1739 -2.1847 1.2421  0.016
N: -1.5194 -0.9051 0.5205  -0.107
C: -2.8827 -0.6356 0.5432  0.050
C: -3.9019 -1.5678 0.8102  0.010
C: -5.2332 -1.1792 0.8747  -0.013
C: -5.6152 0.1343 0.6534  0.017
C: -4.6383 1.0753 0.3418  -0.018
C: -3.3056 0.6947 0.2801  -0.003
N: -2.2558 1.5425 -0.1006  -0.051
C: -2.3208 2.8593 -0.2851  0.001
O: -3.2288 3.6581 -0.0390  0.027
C: -1.0699 3.3657 -0.9698  0.029
C: -0.9651 4.6758 -1.4034  -0.004
C: 0.1065 5.0199 -2.2072  0.011
C: 1.0351 4.0502 -2.5565  0.014
C: 0.8804 2.7729 -2.0472  0.005
N: -0.1346 2.4554 -1.2509  -0.093
C: -1.6501 -1.9614 2.7266  0.018
C: -2.4470 -2.9439 3.3107  -0.007
C: -2.9334 -2.7474 4.5859  0.001
C: -2.5975 -1.5765 5.2568  0.000
C: -1.7806 -0.6700 4.6034  0.000
N: -1.3137 -0.8472 3.3695  0.002
H: -3.6184 -2.6021 0.9298  0.001
H: -5.9845 -1.9324 1.0924  -0.001
H: -6.6572 0.4290 0.7054  0.002
H: -4.8922 2.1069 0.1480  0.000
H: -1.7545 5.3639 -1.1366  0.000
H: 0.2054 6.0309 -2.5852  0.000
H: 1.8611 4.2679 -3.2197  -0.005
H: 1.5604 1.9672 -2.2975  -0.005
H: -2.6539 -3.8256 2.7191  0.001
H: -3.5723 -3.4880 5.0552  0.000
H: -2.9613 -1.3680 6.2557  0.000
H: -1.4891 0.2556 5.0931  0.000
C: 4.2883 2.8071 -0.5591  -0.002
C: 4.8846 1.4151 -0.7234  0.000
C: 4.0864 0.2748 -0.0488  0.004
C: 4.9295 -1.0077 -0.1150  0.000
C: 4.2441 -2.2229 0.4928  0.000
C: 3.8888 0.6835 1.4001  -0.002
O: 4.7992 0.7261 2.2045  0.001
N: 2.6268 1.0908 1.7362  0.002
C: 1.5165 0.9399 0.9234  -0.018
O: 0.4140 1.3471 1.3188  -0.013
N: 1.5845 0.3678 -0.2853  -0.015
C: 2.7813 0.0689 -0.8529  0.059
O: 2.8827 -0.3259 -2.0016  0.006
H: 4.8583 3.5354 -1.1391  0.000
H: 4.3035 3.1300 0.4836  0.000
H: 3.2545 2.8490 -0.9040  0.002
H: 5.8937 1.3948 -0.3042  0.000
H: 4.9519 1.1505 -1.7803  0.000
H: 5.8711 -0.8054 0.3996  0.000
H: 5.1483 -1.1847 -1.1697  0.000
H: 3.9676 -2.0451 1.5329  0.000
H: 4.9073 -3.0899 0.4736  0.000
H: 3.3358 -2.4822 -0.0505  0.000
H: 2.4490 1.3706 2.6900  0.001
Se: -2.3085 2.3366 -5.0258  0.194
N: -2.0915 0.6794 -5.7168  0.259
C: -1.6896 -0.0858 -4.7023  -0.030
C: -1.4377 -1.4612 -4.7902  0.246
C: -1.0434 -2.1382 -3.6425  -0.044
C: -0.8758 -1.4560 -2.4547  0.230
N: -1.0628 -0.1225 -2.3153  -0.037
C: -1.5101 0.5763 -3.4026  -0.063
N: -1.7930 1.8623 -3.3618  0.171
H: -1.5754 -1.9659 -5.7381  0.006
H: -0.8726 -3.2057 -3.6503  0.000
H: -0.6115 -1.9886 -1.5550  0.052
F: 0.9060 -2.3584 0.0345  0.011
C: 0.3710 -2.3832 1.2892  0.011
F: 1.0894 -1.4680 2.0190  -0.001
C: 0.7996 -3.7735 1.8514  0.002
F: 0.1673 -4.1062 2.9798  0.000
F: 0.6776 -4.7685 0.9827  0.000
F: 2.1214 -3.7238 2.1703  0.000

Cartesian forces (eV/Å) of the 3 atoms listed first:
Cr 0.1 -0.2 0.1
O 0.0 -0.1 -0.1
C 0.0 0.1 0.1


No. 2
The following is a DFT calculation (the ωB97M-V functional and the def2-TZVPD basis) of a molecular structure, C33H26GeMnN2O6S.

The HOMO energy (spin up / spin down) comes out at -0.2027 / -0.2026 Eh. The LUMO energy (spin up / spin down) is 0.04072 / 0.07721 hartree. As for the HOMO-LUMO gap (spin up / spin down): 6.6 / 7.6 eV. The net charge is -1. As for the multiplicity: 5. The calculation puts the energy above the lowest of the compared OMol25 structures with the same formula, charge and spin at 0.000 eV.

Each line ends with the Mulliken spin population.
Geometry (Å):
Mn: -0.0694 0.5391 0.4913  4.093
O: 0.2641 4.8674 -5.0552  0.001
C: -0.4789 5.0056 -4.0639  0.001
O: -1.3120 5.8844 -3.7794  0.001
C: -0.3300 3.9086 -3.0048  0.002
C: 0.8828 3.2435 -2.8396  -0.002
C: 1.0146 2.2824 -1.8601  0.012
N: -0.0065 1.9415 -1.0727  0.001
C: -1.1866 2.5477 -1.2376  0.008
C: -1.3837 3.5400 -2.1711  -0.003
C: -2.2565 2.0401 -0.3133  0.002
O: -3.4036 2.3903 -0.3505  0.010
O: -1.8009 1.1442 0.5758  -0.034
H: 1.7013 3.4830 -3.5048  0.000
H: 1.9489 1.7579 -1.6885  -0.003
H: -2.3425 4.0338 -2.2456  0.000
S: 0.0287 0.1920 2.8481  -0.097
C: 1.2840 1.4108 2.7429  -0.017
C: 2.1730 1.7321 3.7748  0.012
C: 3.1199 2.7090 3.5482  0.000
C: 3.2054 3.3302 2.3028  0.004
C: 2.2995 2.9472 1.3342  0.006
N: 1.3561 2.0332 1.5610  0.035
H: 2.1060 1.2115 4.7202  0.000
H: 3.8119 2.9791 4.3376  0.000
H: 3.9434 4.0925 2.0951  0.000
H: 2.2955 3.4011 0.3497  0.001
O: 0.0143 -0.8738 -1.2793  0.037
C: 1.2279 -0.9323 -1.0063  -0.032
O: 1.6602 -0.3359 0.0546  -0.046
C: 2.2185 -1.6337 -1.8862  -0.002
C: 3.5535 -1.8967 -1.2011  0.005
Ge: 3.5680 -3.0897 0.3487  0.006
C: 1.9235 -3.3081 1.3729  -0.010
C: 2.0230 -3.3471 2.7637  0.005
C: 0.8990 -3.5572 3.5547  -0.001
C: -0.3421 -3.7395 2.9646  0.001
C: -0.4573 -3.7110 1.5813  -0.013
C: 0.6659 -3.5000 0.7962  0.019
C: 4.0281 -4.8574 -0.3705  -0.001
C: 3.0017 -5.5718 -0.9972  0.000
C: 3.2315 -6.8115 -1.5783  0.000
C: 4.5014 -7.3714 -1.5409  0.000
C: 5.5369 -6.6763 -0.9351  0.000
C: 5.3003 -5.4322 -0.3592  0.000
C: 4.8806 -2.3516 1.5769  0.000
C: 4.7843 -0.9773 1.8227  -0.001
C: 5.6584 -0.3482 2.6992  0.000
C: 6.6352 -1.0835 3.3576  0.000
C: 6.7262 -2.4512 3.1463  0.000
C: 5.8538 -3.0787 2.2632  0.000
H: 2.3474 -0.9728 -2.7511  0.001
H: 1.7478 -2.5369 -2.2784  -0.001
H: 3.9979 -0.9520 -0.8874  0.001
H: 4.2517 -2.3724 -1.8931  0.000
H: 2.9808 -3.1819 3.2440  0.000
H: 0.9936 -3.5672 4.6339  0.000
H: -1.2203 -3.8920 3.5793  0.000
H: -1.4257 -3.8312 1.1120  0.000
H: 0.5339 -3.4623 -0.2780  0.002
H: 1.9936 -5.1706 -1.0233  0.000
H: 2.4169 -7.3427 -2.0552  0.000
H: 4.6828 -8.3415 -1.9868  0.000
H: 6.5346 -7.0982 -0.9145  0.000
H: 6.1384 -4.9007 0.0736  0.000
H: 4.0173 -0.3877 1.3270  0.001
H: 5.5719 0.7173 2.8679  0.000
H: 7.3165 -0.5920 4.0416  0.000
H: 7.4752 -3.0332 3.6699  0.000
H: 5.9299 -4.1508 2.1355  0.000

Cartesian forces (eV/Å) of the 3 atoms listed first:
Mn 0.3 0.6 0.0
O 0.0 0.0 0.1
C -0.1 0.3 -0.3


No. 3
The following is a DFT calculation (the ωB97M-V functional and the def2-TZVPD basis) of 3 unconnected molecules or ions with the total composition C33H26N5O4.

The HOMO energy comes out at -0.4198 Eh. The LUMO energy is -0.11973 hartree. As for the HOMO-LUMO gap: 8.2 eV. The net charge is +1.

Each line ends with the Mulliken charge.
Geometry (Å):
C: 2.5912 5.0601 4.5056  -1.388
C: 2.0882 4.7421 3.1164  0.767
N: 1.1161 3.9654 2.8679  -0.529
C: 2.7908 5.4398 1.9688  -0.580
N: 2.8218 4.6400 0.7394  0.055
C: 2.9813 5.0774 -0.5029  -0.054
N: 2.9954 4.0763 -1.3748  -0.494
C: 2.8363 2.9785 -0.6459  0.262
N: 2.7813 1.6658 -1.0218  -0.290
N: 2.7357 3.3089 0.6568  0.057
H: 1.8941 5.7195 5.0170  0.329
H: 2.7190 4.1231 5.0427  0.395
H: 3.5633 5.5468 4.4608  0.387
H: 0.7655 3.6083 3.7580  0.214
H: 2.3551 6.4105 1.7394  0.303
H: 3.8219 5.6334 2.2657  0.359
H: 3.0974 6.1092 -0.7904  0.432
H: 1.9285 1.2520 -1.3624  0.220
H: 3.6322 1.1348 -1.0491  0.209
H: 2.6061 2.7055 1.4568  0.435
C: -1.1424 0.0844 -7.6261  -0.496
C: -0.8675 0.9697 -6.5897  -0.540
C: -0.4469 0.4912 -5.3610  -0.556
C: -0.3085 -0.8766 -5.1579  0.302
C: -0.6047 -1.7656 -6.1938  0.270
C: -1.0121 -1.2798 -7.4288  -0.599
C: -0.5068 -3.2399 -5.9921  0.447
O: -0.7573 -4.0109 -6.8913  -0.654
C: -0.0983 -3.7345 -4.6463  0.316
C: -0.0515 -5.1026 -4.4161  -0.587
C: 0.3363 -5.5822 -3.1765  -0.511
C: 0.6867 -4.6968 -2.1631  -0.549
C: 0.6378 -3.3316 -2.3860  -0.574
C: 0.2382 -2.8436 -3.6244  0.311
C: 0.1614 -1.3732 -3.8364  0.553
O: 0.4706 -0.5976 -2.9493  -0.648
H: -1.4635 0.4606 -8.5880  0.406
H: -0.9809 2.0345 -6.7437  0.406
H: -0.2269 1.1744 -4.5529  0.437
H: -1.2285 -1.9752 -8.2277  0.488
H: -0.3225 -5.7846 -5.2098  0.491
H: 0.3673 -6.6485 -2.9977  0.405
H: 0.9944 -5.0748 -1.1972  0.417
H: 0.9039 -2.6380 -1.6007  0.474
C: -3.8318 -3.6905 5.6320  -0.503
C: -2.8975 -3.2566 6.5661  -0.488
C: -1.9881 -2.2675 6.2328  -0.559
C: -2.0029 -1.7145 4.9585  0.192
C: -2.9296 -2.1654 4.0129  0.128
C: -3.8482 -3.1474 4.3583  -0.534
C: -2.9411 -1.6207 2.6266  0.618
O: -3.7434 -2.0015 1.8037  -0.645
C: -1.9217 -0.5870 2.2723  0.244
C: -1.8737 -0.0978 0.9723  -0.881
C: -0.9430 0.8688 0.6321  -0.796
C: -0.0620 1.3581 1.5932  0.103
C: -0.1039 0.8666 2.8853  -0.422
C: -1.0272 -0.1104 3.2286  -0.338
C: -1.0307 -0.6413 4.6238  0.576
O: -0.2558 -0.2034 5.4492  -0.665
H: -4.5462 -4.4578 5.8985  0.408
H: -2.8812 -3.6908 7.5566  0.405
H: -1.2626 -1.9214 6.9555  0.468
H: -4.5689 -3.4832 3.6259  0.482
H: -2.5653 -0.4804 0.2345  0.529
H: -0.9060 1.2439 -0.3830  0.529
H: 0.6519 2.1151 1.3307  0.429
H: 0.5797 1.2290 3.6415  0.623

Cartesian forces (eV/Å) of the 3 atoms listed first:
C 0.3 0.0 -0.6
C -0.5 0.1 0.3
N 0.6 0.3 0.1


No. 4
The following is a DFT calculation (the ωB97M-V functional and the def2-TZVPD basis) of a molecular structure, C33H26N9O4OsS3.

The HOMO energy (spin up / spin down) comes out at -0.3746 / -0.3750 Eh. The LUMO energy (spin up / spin down) is -0.14800 / -0.17284 hartree. As for the HOMO-LUMO gap (spin up / spin down): 6.2 / 5.5 eV. The net charge is +1.

Each line ends with the Mulliken charge.
Geometry (Å):
Os: -0.2170 0.6821 -0.0238  0.812
O: -1.0366 -2.1944 -2.3314  -0.579
C: -0.4600 -2.0384 -1.2869  -0.730
N: 0.3407 -0.8572 -1.0889  1.069
C: 1.3386 -0.6241 -2.0023  0.504
C: 1.9042 -1.6143 -2.8313  -0.508
C: 2.9171 -1.2688 -3.6803  -0.908
C: 3.3830 0.0638 -3.7459  -0.623
C: 2.8453 1.0555 -2.9662  -1.273
C: 1.8087 0.7253 -2.0731  0.475
N: 1.1240 1.5652 -1.2512  0.544
C: 1.2244 2.9341 -1.2076  0.396
O: 1.9147 3.6447 -1.9028  -0.700
C: 0.3381 3.5202 -0.1281  0.367
C: 0.4025 4.8697 0.1554  -0.716
C: -0.3793 5.3747 1.1815  -0.489
C: -1.2032 4.5158 1.8938  -0.980
C: -1.2320 3.1798 1.5468  -0.051
N: -0.4827 2.6927 0.5526  0.435
C: -0.5566 -2.9971 -0.1511  0.625
C: -1.3901 -4.0990 -0.2816  -1.011
C: -1.4554 -4.9877 0.7799  -0.631
C: -0.6850 -4.7393 1.9035  -0.936
C: 0.1305 -3.6122 1.9241  0.139
N: 0.1944 -2.7513 0.9169  0.400
H: 1.5466 -2.6336 -2.7845  0.542
H: 3.3704 -2.0235 -4.3085  0.460
H: 4.1827 0.3074 -4.4327  0.447
H: 3.1936 2.0743 -3.0189  0.583
H: 1.0718 5.4868 -0.4270  0.596
H: -0.3392 6.4263 1.4318  0.461
H: -1.8122 4.8675 2.7140  0.485
H: -1.8489 2.4637 2.0745  0.407
H: -1.9623 -4.2407 -1.1876  0.520
H: -2.0934 -5.8600 0.7276  0.460
H: -0.7056 -5.4066 2.7547  0.473
H: 0.7583 -3.3915 2.7816  0.224
N: -4.4118 3.4069 -4.9931  -0.345
C: -4.1992 3.7331 -3.7109  -0.187
S: -4.7004 5.1247 -3.0098  -0.300
C: -3.3976 2.7445 -2.9278  0.703
C: -2.2848 2.1103 -3.4666  -1.096
C: -1.5049 1.3077 -2.6604  0.136
N: -1.7869 1.0788 -1.3682  0.313
C: -2.9092 1.6362 -0.8722  -0.384
C: -3.7219 2.4678 -1.6044  -0.812
H: -4.9322 4.0431 -5.5751  0.227
H: -4.1877 2.4967 -5.3584  0.214
H: -1.9705 2.2748 -4.4886  0.482
H: -0.6285 0.8108 -3.0562  0.320
H: -3.1399 1.4057 0.1597  0.457
H: -4.5887 2.9226 -1.1471  0.497
N: 4.7810 -4.3012 3.2197  -0.511
C: 3.9780 -3.1933 3.1120  0.924
C: 3.7474 -2.5952 1.8669  -0.777
C: 2.9050 -1.5074 1.7531  -0.022
C: 2.2814 -0.9986 2.8815  -0.226
C: 2.5112 -1.5701 4.1314  -0.797
C: 3.3448 -2.6609 4.2456  -0.767
S: 1.2570 0.4164 2.8246  1.391
O: 1.2490 0.8397 1.3632  -0.794
O: 1.8416 1.4290 3.6434  -0.691
N: -0.1609 0.0491 3.3469  -0.785
C: -1.2139 -0.3967 2.6619  0.255
S: -2.4731 -1.1859 3.5576  -0.233
C: -3.3665 -1.4428 2.1041  -0.557
C: -2.6960 -0.9288 1.0601  -0.884
N: -1.4908 -0.3116 1.3645  1.005
H: 5.4054 -4.5139 2.4623  0.220
H: 5.1132 -4.5602 4.1318  0.217
H: 4.2366 -2.9904 0.9844  0.353
H: 2.7339 -1.0544 0.7867  0.445
H: 2.0423 -1.1516 5.0135  0.449
H: 3.5247 -3.1036 5.2178  0.352
H: -4.3125 -1.9573 2.0938  0.485
H: -3.0043 -0.9844 0.0258  0.433

Cartesian forces (eV/Å) of the 3 atoms listed first:
Os 0.2 -0.1 -0.1
O 0.0 0.1 0.0
C -0.1 -0.1 -0.1